Record 1
C17H14BrFeN3O2Se | the ωB97M-V functional and the def2-TZVPD basis

The geometry in XYZ format:
```
39
Properties=species:S:1:pos:R:3:nbo_charge:R:1
Fe 0.51 0.11 0.05 1.28
O -0.14 -3.64 1.87 -0.66
C -0.14 -3.28 3.19 0.39
C -0.44 -4.22 4.17 -0.31
C -0.50 -3.88 5.51 -0.18
C -0.25 -2.57 5.89 -0.25
C 0.06 -1.64 4.91 -0.18
C 0.12 -1.96 3.55 -0.16
C 0.49 -0.82 2.62 0.24
O 0.83 -1.15 1.35 -0.87
N -0.73 0.10 2.59 -0.41
N -1.15 0.41 1.38 -0.28
C -2.30 0.88 1.09 -0.05
C -2.70 1.09 -0.31 -0.09
Br -1.46 0.39 -1.58 0.08
C -3.84 1.66 -0.67 -0.21
C -4.52 1.96 -1.94 -0.01
C -4.14 1.53 -3.21 -0.21
C -4.88 1.87 -4.33 -0.21
C -6.02 2.65 -4.21 -0.19
C -6.42 3.09 -2.95 -0.21
C -5.68 2.74 -1.84 -0.19
H -0.29 -4.59 1.83 0.47
H -0.63 -5.25 3.87 0.20
H -0.72 -4.63 6.25 0.22
H -0.28 -2.27 6.93 0.22
H 0.31 -0.62 5.20 0.21
H 1.29 -0.24 3.10 0.19
H -1.41 0.04 3.33 0.37
H -3.05 1.10 1.85 0.19
H -4.39 2.01 0.20 0.22
H -3.26 0.91 -3.35 0.22
H -4.56 1.52 -5.30 0.22
H -6.59 2.92 -5.09 0.22
H -7.31 3.69 -2.84 0.22
H -6.00 3.08 -0.86 0.21
Se 1.97 2.00 -0.04 -0.33
C 2.67 1.71 1.65 0.04
N 3.11 1.57 2.70 -0.40
```

Calculated values
2S+1 = 5
LUMO energy (alpha / beta) = -0.51 / -0.56 eV
Charge = 0
Gap between HOMO and LUMO (alpha / beta) = 0.2888 / 0.2859 Eh

=====

Record 2
C17H14Cl3IrNO9PS | the ωB97M-V functional and the def2-TZVPD basis

The geometry in XYZ format:
```
47
Properties=species:S:1:pos:R:3:nbo_charge:R:1
Ir 0.03 0.55 -0.40 0.87
O -3.46 -1.68 4.21 -0.65
C -2.76 -1.18 3.17 0.34
C -2.03 0.03 3.27 -0.34
C -1.33 0.48 2.19 0.12
N -1.31 -0.16 1.00 -0.51
C -1.97 -1.37 0.89 -0.01
C -2.72 -1.88 1.99 -0.29
C -1.89 -2.20 -0.26 0.62
O -2.43 -3.25 -0.49 -0.57
O -0.97 -1.60 -1.28 -0.60
C -0.49 1.76 2.32 0.73
O -0.52 2.35 3.39 -0.64
O 0.18 2.08 1.29 -0.74
H -3.36 -1.10 4.97 0.49
H -2.01 0.62 4.18 0.25
H -3.24 -2.82 1.87 0.25
Cl 0.18 4.47 -6.36 0.05
C -0.27 3.66 -4.91 -0.02
C 0.69 3.00 -4.17 -0.24
C 0.29 2.35 -3.03 -0.12
Cl 1.43 1.48 -2.07 0.23
C -1.05 2.31 -2.56 0.37
O -1.40 1.69 -1.52 -0.60
C -2.00 3.02 -3.38 -0.08
Cl -3.63 3.03 -2.88 0.08
C -1.61 3.68 -4.52 -0.24
H 1.73 3.00 -4.47 0.25
H -2.34 4.20 -5.12 0.25
C 2.80 0.78 2.25 -0.26
O 2.44 -0.54 1.82 -0.83
P 1.67 -0.84 0.45 1.98
O 2.77 -0.88 -0.70 -0.83
C 3.90 -1.77 -0.61 -0.26
O 1.38 -2.39 0.66 -0.83
C 0.82 -2.92 1.87 -0.25
H 3.50 0.65 3.07 0.20
H 1.94 1.34 2.58 0.23
H 3.29 1.33 1.44 0.18
H 4.66 -1.37 -1.27 0.20
H 3.61 -2.77 -0.94 0.20
H 4.27 -1.82 0.41 0.19
H 0.52 -3.94 1.65 0.21
H -0.06 -2.35 2.19 0.20
H 1.56 -2.91 2.67 0.19
S -0.38 -3.81 -2.67 0.08
C -0.42 -2.29 -2.23 0.12
```

Calculated values
ΔE to the lowest compared entry with this formula, charge and spin = 1.4263 eV
2S+1 = 5
LUMO energy (alpha / beta) = -0.17 / -3.60 eV
Charge = 0
Gap between HOMO and LUMO (alpha / beta) = 0.2146 / 0.1848 Eh

=====

Record 3
C17H14F2N | the ωB97M-V functional and the def2-TZVPD basis

The geometry in XYZ format:
```
34
Properties=species:S:1:pos:R:3:nbo_charge:R:1
F 2.40 -4.82 -1.41 -0.31
C 1.74 -3.63 -1.33 0.41
C 2.17 -2.54 -2.05 -0.27
C 1.56 -1.31 -1.87 -0.19
C 0.53 -1.18 -0.96 -0.05
C 0.18 0.28 -0.48 -0.19
C -1.36 0.67 -0.39 -0.05
C -1.68 1.93 -0.84 -0.21
C -2.89 2.51 -0.45 -0.27
C -3.73 1.80 0.38 0.40
F -4.82 2.42 0.93 -0.31
C -3.48 0.45 0.70 -0.24
C -2.29 -0.13 0.29 -0.22
C 0.83 0.54 0.92 -0.15
C 2.33 0.41 1.16 -0.01
C 2.87 1.57 1.61 -0.30
C 1.78 2.47 1.85 0.21
N 0.64 1.86 1.56 -0.43
C -0.02 -2.32 -0.33 -0.23
C 0.59 -3.55 -0.52 -0.24
H 2.98 -2.65 -2.76 0.25
H 1.82 -0.47 -2.49 0.23
H 0.74 1.02 -1.08 0.23
H -1.04 2.43 -1.55 0.23
H -3.14 3.50 -0.77 0.25
H -4.21 -0.11 1.29 0.25
H -2.19 -1.18 0.43 0.22
H 0.18 -0.26 1.36 0.30
H 2.81 -0.51 0.93 0.25
H 3.89 1.82 1.78 0.27
H 1.83 3.48 2.24 0.26
H -0.28 2.22 1.73 0.45
H -0.93 -2.30 0.21 0.22
H 0.18 -4.45 -0.07 0.25
```

Calculated values
SMILES = Fc1ccc(C(c2ccc(F)cc2)[C@H]2C=CC=[NH+]2)cc1
ΔE to the lowest compared entry with this formula, charge and spin = 0.0519 eV
LUMO energy = -5.04 eV
Charge = +1
Gap between HOMO and LUMO = 0.2647 Eh

=====

Record 4
C17H14F3NO | the ωB97M-V functional and the def2-TZVPD basis

The geometry in XYZ format:
```
36
Properties=species:S:1:pos:R:3:nbo_charge:R:1
F 4.66 2.18 -2.95 -0.33
C 4.37 1.02 -2.31 0.98
F 5.04 0.01 -2.95 -0.33
F 4.90 1.11 -1.04 -0.34
C 2.89 0.75 -2.26 -0.22
C 2.44 -0.57 -2.21 -0.16
C 1.08 -0.82 -2.06 -0.27
C 0.14 0.25 -1.95 0.09
C -1.21 0.02 -1.62 -0.54
C -2.13 1.04 -1.64 0.28
N -2.98 1.87 -1.62 -0.49
C 0.64 1.58 -2.10 -0.27
C 2.00 1.83 -2.23 -0.16
H 3.15 -1.39 -2.27 0.23
H 0.71 -1.84 -2.03 0.21
H -1.55 -0.99 -1.39 0.23
H -0.06 2.42 -2.07 0.22
H 2.37 2.85 -2.31 0.23
C -4.10 1.31 1.03 -0.27
O -3.15 0.23 0.99 -0.44
C -1.92 0.41 1.35 0.41
C -1.18 -0.62 1.98 -0.19
C 0.07 -0.27 2.55 -0.12
C 0.87 -1.26 3.10 -0.22
C 0.44 -2.60 3.12 -0.15
C -0.83 -2.93 2.62 -0.22
C -1.64 -1.96 2.06 -0.14
H -5.05 0.83 0.81 0.21
H -4.11 1.79 2.01 0.18
H -3.86 2.04 0.25 0.26
H -1.50 1.43 1.29 0.20
H 0.35 0.78 2.51 0.22
H 1.85 -0.99 3.52 0.23
H 1.10 -3.37 3.51 0.23
H -1.17 -3.97 2.66 0.23
H -2.63 -2.19 1.66 0.23
```

Calculated values
ΔE to the lowest compared entry with this formula, charge and spin = 2.6801 eV
LUMO energy = -2.11 eV
Charge = 0
Gap between HOMO and LUMO = 0.1583 Eh

=====

Record 5
C17H14F6MgNO7S2Te | the ωB97M-V functional and the def2-TZVPD basis

The geometry in XYZ format:
```
49
Properties=species:S:1:pos:R:3:nbo_charge:R:1
Mg 0.49 0.48 0.25 1.67
C -2.45 1.66 -5.81 -0.25
O -1.25 0.96 -6.08 -0.49
C -0.47 0.63 -5.01 0.36
C 0.71 -0.07 -5.33 -0.34
C 1.54 -0.45 -4.32 -0.12
C 1.27 -0.16 -2.96 -0.30
C 2.18 -0.57 -1.94 0.60
C 3.46 -1.30 -2.31 -0.71
O 2.00 -0.38 -0.72 -0.77
C 0.07 0.55 -2.64 0.48
O -0.27 0.88 -1.45 -0.87
C -0.79 0.93 -3.71 -0.40
H -2.92 1.83 -6.78 0.19
H -2.25 2.62 -5.33 0.18
H -3.11 1.07 -5.18 0.18
H 0.93 -0.30 -6.37 0.22
H 2.45 -0.99 -4.57 0.20
H 4.07 -0.69 -2.97 0.23
H 3.24 -2.24 -2.82 0.23
H 4.01 -1.50 -1.39 0.24
H -1.69 1.46 -3.43 0.23
Te 1.30 2.71 1.66 -0.47
C 0.62 2.47 3.65 -0.23
C 0.02 1.31 4.13 -0.18
C -0.38 1.20 5.45 -0.23
C -0.19 2.26 6.33 -0.25
C 0.40 3.43 5.86 -0.22
C 0.80 3.53 4.54 -0.25
H -0.14 0.47 3.47 0.21
H -0.83 0.28 5.79 0.21
H -0.50 2.18 7.36 0.20
H 0.55 4.27 6.54 0.20
H 1.26 4.45 4.19 0.21
F -3.28 -2.36 2.48 -0.31
C -3.27 -2.43 1.15 0.74
F -4.43 -1.97 0.69 -0.31
F -3.16 -3.70 0.78 -0.30
S -1.92 -1.35 0.42 2.21
O -2.54 -0.08 0.26 -0.91
O -1.45 -2.07 -0.73 -0.92
N -0.78 -1.16 1.55 -1.32
S -0.18 -2.40 2.38 2.25
O -0.69 -3.67 1.95 -0.93
O -0.13 -2.09 3.78 -0.92
C 1.59 -2.42 1.88 0.71
F 2.11 -1.19 1.96 -0.31
F 2.27 -3.21 2.71 -0.31
F 1.73 -2.87 0.64 -0.31
```

Calculated values
ΔE to the lowest compared entry with this formula, charge and spin = 0.0000 eV
LUMO energy = 2.52 eV
Charge = -1
Gap between HOMO and LUMO = 0.2499 Eh

=====

Record 6
C17H14F6N5O6RuS3 | the ωB97M-V functional and the def2-TZVPD basis

The geometry in XYZ format:
```
52
Properties=species:S:1:pos:R:3:nbo_charge:R:1
Ru 0.20 -0.60 -0.55 0.96
N 0.54 -3.96 -3.20 -0.77
C 0.49 -2.78 -2.55 0.31
S 0.61 -2.85 -0.80 -0.05
N 0.39 -1.70 -3.29 -0.41
N 0.35 -0.57 -2.53 -0.15
C 0.38 0.58 -3.10 0.07
C 0.33 1.74 -2.22 0.18
C 0.41 3.04 -2.70 -0.21
C 0.36 4.09 -1.80 -0.14
C 0.24 3.81 -0.44 -0.24
C 0.16 2.49 -0.04 0.09
N 0.20 1.49 -0.91 -0.42
H 0.42 -4.81 -2.68 0.41
H 0.34 -3.96 -4.19 0.41
H 0.45 0.66 -4.18 0.22
H 0.50 3.22 -3.76 0.23
H 0.40 5.11 -2.15 0.23
H 0.18 4.60 0.29 0.23
H 0.05 2.22 1.00 0.22
F -2.91 3.18 0.82 -0.32
C -3.33 1.91 0.80 0.70
F -2.34 1.15 1.29 -0.33
F -4.38 1.80 1.61 -0.30
S -3.75 1.41 -0.92 2.28
O -2.51 1.54 -1.64 -0.97
O -4.86 2.23 -1.27 -0.90
N -4.21 -0.08 -0.73 -1.23
S -3.33 -1.36 -0.82 2.30
O -3.72 -2.26 -1.85 -0.89
O -1.89 -1.18 -0.66 -0.96
C -3.77 -2.17 0.77 0.72
F -5.07 -2.44 0.81 -0.30
F -3.46 -1.39 1.80 -0.31
F -3.09 -3.31 0.88 -0.31
C 0.45 -0.77 3.77 -0.71
C 0.90 -0.67 2.34 0.62
O -0.01 -0.57 1.50 -0.58
C 2.32 -0.66 2.00 -0.32
C 3.25 -0.83 3.06 -0.13
C 4.60 -0.78 2.86 -0.27
C 5.08 -0.54 1.56 -0.14
C 4.22 -0.37 0.52 -0.30
C 2.81 -0.43 0.69 0.49
O 2.11 -0.25 -0.40 -0.63
H -0.63 -0.74 3.79 0.25
H 0.85 0.05 4.37 0.24
H 0.79 -1.70 4.22 0.24
H 2.88 -1.00 4.06 0.21
H 5.28 -0.92 3.68 0.22
H 6.15 -0.49 1.38 0.22
H 4.57 -0.19 -0.49 0.23
```

Calculated values
ΔE to the lowest compared entry with this formula, charge and spin = 0.2646 eV
2S+1 = 2
LUMO energy (alpha / beta) = -0.83 / -1.57 eV
Charge = 0
Gap between HOMO and LUMO (alpha / beta) = 0.2842 / 0.2555 Eh

=====

Record 7
C17H14I2N2OS5V | the ωB97M-V functional and the def2-TZVPD basis

The geometry in XYZ format:
```
42
Properties=species:S:1:pos:R:3:nbo_charge:R:1
V -0.25 -0.01 0.45 1.04
I -4.11 1.31 -6.02 0.14
C -3.11 1.34 -4.19 -0.19
C -2.53 2.51 -3.73 -0.25
C -1.85 2.51 -2.52 -0.22
I -0.97 4.27 -1.85 0.16
C -1.72 1.35 -1.74 0.38
O -1.04 1.39 -0.61 -0.82
C -2.33 0.17 -2.22 -0.16
C -2.29 -1.11 -1.43 -0.23
N -0.92 -1.47 -0.97 -0.63
C 0.09 -1.60 -2.04 -0.28
C 1.48 -1.25 -1.55 0.23
C 2.62 -1.68 -2.22 -0.24
C 3.85 -1.23 -1.79 -0.13
C 3.93 -0.36 -0.71 -0.24
C 2.76 0.01 -0.09 0.07
N 1.56 -0.43 -0.49 -0.52
C -3.01 0.18 -3.44 -0.21
H -2.60 3.42 -4.31 0.24
H -2.88 -1.01 -0.52 0.23
H -2.72 -1.91 -2.03 0.20
H -0.97 -2.35 -0.46 0.40
H 0.09 -2.60 -2.49 0.21
H -0.18 -0.89 -2.82 0.24
H 2.53 -2.35 -3.06 0.23
H 4.75 -1.56 -2.30 0.23
H 4.88 0.02 -0.36 0.24
H 2.76 0.68 0.76 0.21
H -3.46 -0.74 -3.79 0.22
C -1.88 2.73 3.48 -0.73
S -2.04 1.57 4.86 0.28
C -0.46 0.82 4.83 -0.44
C 0.00 -0.04 3.91 -0.36
S -0.88 -0.68 2.54 -0.26
S 1.63 -0.61 4.16 0.45
C 1.98 0.24 5.63 -0.58
S 3.40 0.11 6.44 -0.06
S 0.65 1.22 6.13 0.48
H -2.76 3.37 3.50 0.23
H -1.84 2.19 2.53 0.21
H -0.99 3.34 3.60 0.22
```

Calculated values
ΔE to the lowest compared entry with this formula, charge and spin = 1.3912 eV
2S+1 = 2
LUMO energy (alpha / beta) = -0.60 / -0.58 eV
Charge = 0
Gap between HOMO and LUMO (alpha / beta) = 0.2436 / 0.2248 Eh

=====

Record 8
C17H14I3Mn | the ωB97M-V functional and the def2-TZVPD basis

The geometry in XYZ format:
```
35
Properties=species:S:1:pos:R:3:nbo_charge:R:1
Mn -0.78 -1.36 0.07 0.64
C 2.55 -1.17 1.82 -0.67
C 1.41 -1.93 1.23 0.09
C 0.32 -2.36 2.02 -0.16
C -0.63 -3.26 1.52 -0.19
C -0.53 -3.73 0.20 -0.24
C 0.50 -3.25 -0.61 -0.17
C 1.42 -2.32 -0.12 -0.24
H 2.26 -0.60 2.70 0.25
H 3.05 -0.54 1.09 0.26
H 3.29 -1.91 2.16 0.30
H 0.28 -2.07 3.07 0.28
H -1.41 -3.63 2.17 0.29
H -1.22 -4.49 -0.16 0.30
H 0.63 -3.65 -1.61 0.29
H 2.25 -2.01 -0.75 0.29
I -1.15 -0.93 -2.51 0.65
C -0.76 1.09 -2.27 -0.03
C -0.85 1.96 -3.35 -0.20
C -0.59 3.31 -3.14 -0.12
C -0.27 3.77 -1.86 0.00
C -0.18 2.88 -0.77 -0.03
C 0.16 3.34 0.52 -0.02
C 0.22 2.45 1.59 -0.12
C -0.03 1.10 1.39 -0.23
C -0.34 0.59 0.12 -0.14
C -0.43 1.49 -0.97 -0.21
H -1.10 1.61 -4.34 0.27
H -0.65 4.00 -3.97 0.28
H -0.09 4.83 -1.70 0.26
H 0.36 4.40 0.68 0.27
H 0.46 2.81 2.58 0.27
H 0.00 0.45 2.25 0.24
I -3.24 -1.36 0.95 0.31
I -4.91 0.48 0.00 0.24
```

Calculated values
ΔE to the lowest compared entry with this formula, charge and spin = 0.1775 eV
2S+1 = 4
LUMO energy (alpha / beta) = -12.32 / -13.18 eV
Charge = +3
Gap between HOMO and LUMO (alpha / beta) = 0.2287 / 0.2043 Eh